Entry 1:
The following is a DFT calculation (ωB97M-V/def2-TZVPD) of 12 unconnected molecules or ions with the total composition C39H111N15O12 at a distorted geometry.

The energy above the lowest of the compared OMol25 structures with the same formula, charge and spin is 132.20 kcal/mol. The value obtained for the largest force on an atom is 0.16925 Eh/bohr. As for the gap between HOMO and LUMO: 8.34 eV. The SMILES is COC[C@H](C)N.COC[C@H](C)N.COC[C@H](C)N.COC[C@H](C)N.COC[C@H](C)N.COC[C@H](C)N.COC[C@H](C)N.COC[C@H](C)N.COC[C@H](C)N.NC(N)=O.NC(N)=O.NC(N)=O. The charge is 0. The energy comes out at -3276.538727 Eh.

Cartesian coordinates (Å):
C1 12.5578 20.5205 20.9332
O1 11.6563 20.8267 19.8826
C2 10.3314 20.9708 20.3806
C3 9.4547 21.4625 19.2597
C4 9.3915 22.9937 19.0956
N1 8.0947 21.0146 19.3113
H1 12.3902 21.1159 21.8307
H2 13.5997 20.6180 20.6280
H3 12.3760 19.4980 21.2641
H4 9.9705 20.0120 20.7528
H5 10.3260 21.6529 21.2308
H6 9.8779 21.0691 18.3355
H7 10.4201 23.2948 18.8971
H8 9.1880 23.5226 20.0267
H9 8.6931 23.4005 18.3643
H10 7.8152 21.3617 20.2176
H11 7.9368 20.0305 19.4750
C5 10.6929 14.4577 17.2492
O2 10.0637 14.3202 18.5331
C6 9.8044 12.9671 18.7755
C7 8.7927 12.6303 19.9095
C8 9.5294 12.7496 21.2146
N2 8.2615 11.2712 19.7154
H12 11.1261 15.4421 17.0724
H13 9.9077 14.3770 16.4975
H14 11.4512 13.6775 17.1825
H15 9.2815 12.6105 17.8881
H16 10.6593 12.2910 18.7673
H17 7.9485 13.2936 19.7211
H18 10.1955 13.6062 21.3179
H19 10.2620 11.9472 21.3004
H20 8.9655 12.8214 22.1447
H21 7.4082 11.1750 20.2471
H22 8.1007 10.9958 18.7570
C9 10.0342 20.7641 12.5472
O3 10.2188 20.0340 13.7536
C10 9.3264 18.9560 14.1262
C11 9.4004 18.6970 15.6194
C12 10.7654 18.2140 16.1749
N3 8.3650 17.8044 16.1609
H23 9.4610 21.6338 12.8685
H24 9.2856 20.2236 11.9680
H25 10.9439 21.0036 11.9966
H26 8.2937 19.1549 13.8398
H27 9.6355 18.0889 13.5426
H28 9.2260 19.6702 16.0782
H29 11.4940 18.9834 15.9193
H30 11.0663 17.2627 15.7360
H31 10.7860 18.0334 17.2496
H32 8.6519 16.8394 16.0806
H33 7.5743 17.8722 15.5362
C13 10.5401 19.8134 9.2422
O4 9.3575 19.1146 9.5770
C14 9.6148 17.7806 9.9572
C15 8.2932 16.9072 10.0333
C16 7.2534 17.5139 11.0136
N4 8.5784 15.5231 10.3797
H34 11.1656 19.3164 8.5008
H35 11.1676 20.0785 10.0932
H36 10.1380 20.7217 8.7933
H37 10.4181 17.3834 9.3367
H38 10.1315 17.6663 10.9101
H39 7.8286 16.9526 9.0483
H40 7.3671 18.5972 11.0547
H41 7.4437 17.1548 12.0251
H42 6.2012 17.3731 10.7663
H43 9.3556 15.2848 9.7804
H44 8.8911 15.3559 11.3254
C17 12.4369 22.4704 16.2953
O5 13.4539 21.6161 15.7694
C18 13.2908 21.2384 14.3495
C19 13.5978 19.7392 14.0938
C20 14.9818 19.2242 14.3551
N5 13.1110 19.5317 12.7335
H45 12.0302 23.1993 15.5944
H46 12.8405 22.9124 17.2063
H47 11.6465 21.7645 16.5505
H48 12.2398 21.4341 14.1372
H49 13.9528 21.8742 13.7615
H50 13.0385 19.2341 14.8813
H51 15.7150 19.3645 13.5608
H52 14.9268 18.1441 14.4904
H53 15.3385 19.6076 15.3111
H54 12.1092 19.6589 12.7536
H55 13.4683 20.2801 12.1571
C21 7.5700 22.3946 14.6175
O6 7.1099 23.5604 15.3742
C22 5.8992 24.0873 14.9623
C23 5.2835 25.2046 15.8544
C24 5.1121 24.9818 17.3465
N6 4.0253 25.5631 15.1662
H56 6.8208 21.6060 14.5481
H57 8.4929 22.0951 15.1142
H58 7.8796 22.7388 13.6307
H59 6.0786 24.4415 13.9472
H60 5.1175 23.3282 14.9912
H61 5.9928 26.0183 15.7030
H62 4.8489 25.9627 17.7423
H63 6.0355 24.6485 17.8203
H64 4.3279 24.2418 17.5065
H65 3.4823 26.3400 15.5150
H66 4.1548 25.6780 14.1711
C25 2.6881 16.8337 17.6969
O7 3.8849 16.4054 18.3010
C26 3.9769 15.0021 18.3336
C27 5.3975 14.7014 18.7732
C28 6.4174 15.0618 17.7261
N7 5.5241 13.2353 18.9049
H67 2.5176 16.6955 16.6292
H68 2.4890 17.9053 17.7090
H69 1.7896 16.3993 18.1352
H70 3.2664 14.6706 19.0910
H71 3.7504 14.5521 17.3671
H72 5.6853 15.2433 19.6741
H73 7.4245 14.6953 17.9248
H74 6.5079 16.1475 17.6903
H75 6.2052 14.6159 16.7544
H76 6.5226 13.1141 18.9966
H77 5.1571 12.8878 19.7793
C29 10.5799 24.2835 11.8170
O8 10.9366 23.8670 10.5172
C30 10.9372 24.9937 9.6360
C31 11.5296 24.5882 8.2557
C32 11.5256 25.7315 7.1939
N8 11.0216 23.3028 7.6978
H78 10.5931 23.5200 12.5948
H79 9.6128 24.7646 11.6708
H80 11.3225 25.0212 12.1210
H81 9.9020 25.3192 9.5336
H82 11.5690 25.7939 10.0213
H83 12.5929 24.4413 8.4454
H84 12.2624 26.5122 7.3829
H85 10.5520 26.2138 7.1074
H86 11.7348 25.3273 6.2034
H87 10.1570 23.5044 7.2162
H88 10.6675 22.8688 8.5383
C33 7.5328 24.8618 8.0755
O9 8.2767 23.6961 8.3439
C34 7.9735 23.0646 9.6306
C35 6.8509 22.0350 9.3343
C36 6.2641 21.4350 10.6236
N9 7.2333 20.9085 8.4970
H89 6.4851 24.5776 8.1743
H90 7.5583 25.1061 7.0135
H91 7.8083 25.6928 8.7247
H92 8.8502 22.5491 10.0227
H93 7.7873 23.7759 10.4353
H94 6.0414 22.5608 8.8281
H95 5.5480 20.6212 10.5097
H96 5.8455 22.2678 11.1887
H97 7.1197 20.9502 11.0938
H98 7.8557 20.2698 8.9712
H99 7.7237 21.2376 7.6777
N10 7.2182 14.3213 14.1306
C37 8.4922 14.3506 13.7816
N11 8.7631 13.2593 13.1439
O10 9.2507 15.2431 14.0245
H100 6.8254 15.2101 14.4062
H101 6.5820 13.5957 13.8326
H102 7.9587 12.7201 12.8569
H103 9.6726 13.2263 12.7059
N12 4.0908 17.9883 14.4927
C38 4.8904 17.0378 14.0795
N13 4.2786 16.3008 13.1459
O11 6.0295 16.8312 14.4656
H104 3.2696 18.2235 13.9538
H105 4.4332 18.5834 15.2334
H106 4.7962 15.5203 12.7677
H107 3.3003 16.4353 12.9339
N14 8.9188 16.9015 18.7845
C39 8.4392 17.2560 19.8704
N15 8.8516 16.4853 20.7939
O12 7.6915 18.2118 20.0528
H108 9.4529 16.0615 18.6139
H109 8.5936 17.3590 17.9448
H110 8.8265 16.8333 21.7418
H111 9.3883 15.6999 20.4546

Results of the Mulliken charge analysis, in e, for atoms 1 through 99: C -0.89; O -0.16; C -0.80; C 1.98; C -1.64; N -0.62; H 0.33; H 0.22; H 0.32; H 0.34; H 0.36; H -0.94; H 0.36; H 0.43; H 0.24; H 0.34; H 0.27; C -1.04; O -0.58; C -1.04; C 1.88; C -1.53; N -0.66; H 0.13; H 0.32; H 0.53; H 0.30; H 0.42; H -0.77; H 0.26; H 0.38; H 0.38; H 0.27; H 0.25; C 1.12; O 0.69; C -0.71; C 0.91; C -0.96; N -0.36; H -1.31; H -0.47; H 0.52; H 0.33; H 0.05; H -0.55; H -0.45; H 0.33; H 0.55; H -0.27; H 0.03; C -0.51; O -0.25; C -0.76; C 0.20; C 0.27; N -0.71; H 0.54; H 0.09; H -0.02; H 0.48; H 0.24; H 0.33; H -0.41; H -0.50; H 0.42; H 0.31; H 0.21; C -0.53; O -0.49; C -0.03; C 1.38; C -1.69; N -0.67; H 0.28; H 0.29; H 0.17; H -0.24; H 0.44; H -0.26; H 0.41; H 0.34; H 0.32; H 0.04; H 0.35; C 0.04; O -0.37; C -0.86; C 0.68; C -1.25; N -0.67; H 0.31; H -0.03; H -0.06; H 0.21; H 0.38; H 0.22; H 0.38; H 0.18

=====

Entry 2:
The following is a DFT calculation (ωB97M-V/def2-TZVPD) of 12 unconnected molecules or ions with the total composition C39H111N9O12 at a distorted geometry.

The energy above the lowest of the compared OMol25 structures with the same formula, charge and spin is 140.57 kcal/mol. The value obtained for the largest force on an atom is 0.05612 Eh/bohr. As for the gap between HOMO and LUMO: 9.14 eV. The SMILES is COC[C@H](C)N.COC[C@H](C)N.COC[C@H](C)N.COC[C@H](C)N.COC[C@H](C)N.COC[C@H](C)N.COC[C@H](C)N.COC[C@H](C)N.COC[C@H](C)N.CO.CO.CO. The charge is 0. The energy comes out at -2947.802593 Eh.

Cartesian coordinates (Å):
C1 -5.9564 -20.8751 -36.0716
O1 -6.0265 -20.8062 -34.6881
C2 -7.1965 -20.0944 -34.2533
C3 -6.8868 -19.8825 -32.7734
C4 -7.9713 -19.1173 -31.9283
N1 -5.7173 -19.1080 -32.5156
H1 -6.0047 -19.8987 -36.5538
H2 -6.8076 -21.3969 -36.5090
H3 -5.0861 -21.4409 -36.4038
H4 -7.2545 -19.1194 -34.7372
H5 -8.1276 -20.6193 -34.4668
H6 -6.7128 -20.8097 -32.2272
H7 -7.7327 -19.0727 -30.8657
H8 -8.9200 -19.6316 -32.0821
H9 -8.1706 -18.0948 -32.2491
H10 -4.9693 -19.4368 -33.1094
H11 -5.9208 -18.1811 -32.8613
C5 -9.9449 -26.2424 -31.1537
O2 -10.8552 -27.0264 -31.9356
C6 -12.1284 -26.4484 -32.0401
C7 -12.9601 -27.4283 -32.8912
C8 -14.3572 -26.8692 -33.0807
N2 -13.0043 -28.6917 -32.1844
H12 -10.2456 -26.1843 -30.1076
H13 -9.9788 -25.2226 -31.5372
H14 -8.8894 -26.5143 -31.1606
H15 -12.6737 -26.1985 -31.1300
H16 -12.1191 -25.4876 -32.5548
H17 -12.5408 -27.4694 -33.8965
H18 -15.0061 -27.0277 -32.2193
H19 -14.8203 -27.3580 -33.9378
H20 -14.3227 -25.7971 -33.2744
H21 -13.1196 -29.5540 -32.6974
H22 -12.0334 -28.7465 -31.9115
C9 -22.0670 -13.3179 -34.2431
O3 -21.5847 -12.9426 -32.9327
C10 -21.7852 -13.8852 -31.9073
C11 -21.3332 -13.3418 -30.5123
C12 -19.9022 -12.8142 -30.3917
N3 -21.3839 -14.4097 -29.5467
H23 -21.5308 -14.1550 -34.6902
H24 -21.8329 -12.4988 -34.9230
H25 -23.1348 -13.5366 -34.2305
H26 -22.8256 -14.2060 -31.8544
H27 -21.3255 -14.8599 -32.0712
H28 -22.0801 -12.5610 -30.3685
H29 -19.7617 -12.4291 -29.3818
H30 -19.7620 -12.0274 -31.1330
H31 -19.1751 -13.6030 -30.5845
H32 -22.2811 -14.8448 -29.3859
H33 -20.8308 -15.2304 -29.7483
C13 -14.5445 -10.4336 -27.9984
O4 -14.0539 -11.3406 -27.0619
C14 -12.8510 -12.0128 -27.4639
C15 -12.2184 -12.8718 -26.3542
C16 -11.0560 -13.7282 -26.8901
N4 -13.2053 -13.7879 -25.8122
H34 -15.1851 -10.8758 -28.7614
H35 -13.7568 -9.8064 -28.4157
H36 -15.2427 -9.7939 -27.4585
H37 -13.1258 -12.6571 -28.2990
H38 -12.1279 -11.3477 -27.9359
H39 -11.9145 -12.1572 -25.5892
H40 -10.2186 -13.1642 -27.3008
H41 -11.3885 -14.4853 -27.6003
H42 -10.6413 -14.2798 -26.0464
H43 -13.9898 -13.2575 -25.4608
H44 -13.6222 -14.2094 -26.6299
C17 -16.4981 -23.5733 -38.8942
O5 -16.2386 -23.3814 -40.2738
C18 -17.3614 -23.9274 -41.0347
C19 -16.9032 -23.8739 -42.5318
C20 -17.2327 -22.4958 -43.1999
N5 -17.3882 -25.0012 -43.3297
H45 -17.3935 -23.0427 -38.5704
H46 -15.7105 -23.3376 -38.1786
H47 -16.6624 -24.6344 -38.7066
H48 -17.5848 -24.9616 -40.7726
H49 -18.2606 -23.4023 -40.7126
H50 -15.8287 -24.0039 -42.6610
H51 -17.0991 -22.4819 -44.2816
H52 -16.6055 -21.7072 -42.7842
H53 -18.2653 -22.2493 -42.9528
H54 -16.7449 -25.1183 -44.0994
H55 -17.3919 -25.8951 -42.8596
C21 -14.4898 -20.5750 -31.8393
O6 -14.9287 -19.3841 -31.0753
C22 -16.1121 -19.6261 -30.2936
C23 -16.7298 -18.2644 -30.0620
C24 -15.8432 -17.3905 -29.1385
N6 -17.9806 -18.3498 -29.3655
H56 -14.3478 -21.3846 -31.1234
H57 -13.5704 -20.3433 -32.3770
H58 -15.2621 -20.9313 -32.5210
H59 -16.7666 -20.2890 -30.8595
H60 -15.8607 -20.1246 -29.3574
H61 -16.8808 -17.8194 -31.0455
H62 -16.3208 -16.4409 -28.8970
H63 -14.8514 -17.1574 -29.5260
H64 -15.6300 -17.9336 -28.2178
H65 -18.4944 -19.1871 -29.6002
H66 -17.8890 -18.4645 -28.3662
C25 -24.7780 -17.9552 -29.9297
O7 -25.5649 -16.7826 -29.9501
C26 -26.9122 -16.9166 -29.4851
C27 -27.6087 -15.5131 -29.3975
C28 -27.0377 -14.5635 -28.3418
N7 -28.9938 -15.6280 -29.0838
H67 -23.7482 -17.8649 -30.2754
H68 -25.2439 -18.6685 -30.6097
H69 -24.6626 -18.4040 -28.9431
H70 -27.3735 -17.6388 -30.1586
H71 -26.9807 -17.4102 -28.5157
H72 -27.4805 -14.9422 -30.3171
H73 -26.8647 -14.9073 -27.3220
H74 -27.6478 -13.6608 -28.3084
H75 -26.0486 -14.2469 -28.6727
H76 -28.9558 -15.7643 -28.0838
H77 -29.4669 -14.7383 -29.1520
C29 -14.1452 -15.4307 -34.1109
O8 -14.4046 -14.1048 -34.5778
C30 -14.6553 -13.1035 -33.5868
C31 -15.3335 -11.9137 -34.1900
C32 -16.6454 -12.3112 -34.9725
N8 -14.4124 -11.2922 -35.1001
H78 -13.7778 -16.0280 -34.9453
H79 -15.0402 -15.9010 -33.7036
H80 -13.3123 -15.5568 -33.4191
H81 -15.3624 -13.4298 -32.8241
H82 -13.7667 -12.9074 -32.9869
H83 -15.6242 -11.2050 -33.4146
H84 -17.2317 -13.0232 -34.3916
H85 -16.3679 -12.9467 -35.8135
H86 -17.3036 -11.5024 -35.2903
H87 -13.5194 -11.2073 -34.6358
H88 -14.1720 -12.0408 -35.7341
C33 -16.9876 -27.3650 -23.7477
O9 -16.4251 -26.3404 -24.5395
C34 -15.0840 -26.6418 -25.0004
C35 -14.5471 -25.5317 -25.9253
C36 -15.4574 -25.4541 -27.1814
N9 -13.2245 -25.8017 -26.4064
H89 -16.9286 -28.3697 -24.1661
H90 -18.0696 -27.2337 -23.7319
H91 -16.6844 -27.3442 -22.7009
H92 -14.4652 -26.8932 -24.1390
H93 -15.0560 -27.5884 -25.5400
H94 -14.6155 -24.6043 -25.3566
H95 -16.5021 -25.2192 -26.9778
H96 -15.3972 -26.4200 -27.6829
H97 -15.2313 -24.6770 -27.9116
H98 -13.0966 -26.6913 -26.8672
H99 -12.7215 -25.8675 -25.5330
C37 -18.9746 -16.8650 -24.4721
O10 -18.5639 -18.2719 -24.3436
H100 -19.0041 -16.3830 -23.4949
H101 -18.2341 -16.3924 -25.1174
H102 -19.9854 -16.7534 -24.8646
H103 -18.9086 -18.6910 -23.5517
C38 -11.9047 -19.7952 -25.4023
O11 -11.0206 -19.3965 -24.3398
H104 -11.6778 -19.3364 -26.3647
H105 -11.8878 -20.8839 -25.4518
H106 -12.9419 -19.5738 -25.1507
H107 -11.1271 -18.4649 -24.1339
C39 -21.2992 -22.3338 -27.5633
O12 -20.8216 -21.8022 -28.8100
H108 -20.5978 -22.9741 -27.0282
H109 -21.5547 -21.4694 -26.9504
H110 -22.2320 -22.8709 -27.7351
H111 -20.7019 -22.5333 -29.4204

Results of the Mulliken charge analysis, in e, for atoms 1 through 99: C -0.77; O -0.29; C -0.65; C 0.33; C -1.34; N -0.71; H 0.32; H 0.30; H 0.26; H 0.32; H 0.40; H 0.26; H 0.36; H 0.34; H 0.35; H 0.27; H 0.27; C -0.72; O -0.35; C -0.84; C 0.69; C -1.47; N -0.77; H 0.28; H 0.29; H 0.27; H 0.40; H 0.40; H 0.25; H 0.36; H 0.35; H 0.33; H 0.23; H 0.27; C -0.77; O -0.32; C -0.59; C 0.42; C -1.30; N -0.67; H 0.31; H 0.25; H 0.31; H 0.32; H 0.32; H 0.29; H 0.36; H 0.33; H 0.27; H 0.24; H 0.23; C -0.75; O -0.31; C -0.74; C 0.35; C -1.35; N -0.73; H 0.27; H 0.32; H 0.26; H 0.32; H 0.43; H 0.35; H 0.38; H 0.30; H 0.34; H 0.35; H 0.21; C -0.75; O -0.32; C -0.62; C 0.57; C -1.39; N -0.78; H 0.29; H 0.29; H 0.30; H 0.34; H 0.38; H 0.20; H 0.37; H 0.32; H 0.31; H 0.27; H 0.22; C -0.79; O -0.25; C -0.65; C 0.55; C -1.47; N -0.61; H 0.30; H 0.25; H 0.31; H 0.38; H 0.32; H 0.14; H 0.36; H 0.35